This record from OMol25 describes a 2-piece molecular cluster, C46H38N4O3 overall in a non-equilibrium geometry. The level of theory is ωB97M-V/def2-TZVPD.

Structure (XYZ):
```
91
Properties=species:S:1:pos:R:3:forces:R:3:mulliken_charge:R:1
C 1.492018 -5.108777 -6.663757 0.06 0.16 0.22 -0.581
C -2.828177 1.463833 2.615447 -1.73 -0.46 0.53 0.875
H 0.951644 -0.105745 -0.889509 -0.14 0.04 -0.24 0.594
C -0.617515 0.111668 -3.921267 0.02 -0.22 0.07 -1.078
H 3.419678 -2.989477 -4.809106 -0.18 -0.16 -0.03 0.398
H -5.803402 0.894006 0.991571 0.24 0.04 0.27 0.402
H -7.536596 -5.006654 -2.176531 0.08 0.17 0.21 0.411
O -2.877478 -2.003174 -1.134590 0.67 1.82 1.22 -0.167
H -6.153311 -8.882274 -1.772918 0.20 0.28 -0.10 0.389
H -0.487176 1.124773 4.034797 0.07 0.16 -0.69 0.738
C -3.721694 -6.543317 -1.322956 -0.18 0.09 -0.43 0.035
C -5.041334 0.844526 1.772357 -0.10 -0.17 0.35 -0.502
H 0.824120 -2.933071 3.792384 0.24 0.22 -0.04 0.429
H 3.436816 2.520778 1.888839 -0.17 -0.05 0.21 0.441
H -3.028829 0.011882 -1.066884 -0.20 -0.11 -0.03 0.143
H -6.455643 -3.850628 1.837525 0.00 -0.04 -0.22 0.429
H -8.084279 -4.884191 0.253355 0.27 0.10 -0.07 0.390
H -3.715878 2.241640 0.789722 0.00 -0.33 0.17 0.363
C 0.138943 0.498930 -2.813058 -0.04 0.11 -0.08 -0.517
C 0.239432 -4.238052 -4.774219 0.88 -0.37 -0.69 0.542
H 3.522921 -4.392059 -6.865621 -0.25 0.04 0.17 0.371
H 4.966281 1.314971 4.102727 -0.27 0.12 -0.08 0.383
N 2.018346 1.502584 3.055237 -3.07 1.39 -1.19 0.227
H 0.553390 1.508871 -2.765243 -0.12 -0.33 -0.03 0.437
H -2.395134 0.748589 4.626000 -0.23 -0.19 -0.28 0.417
C -4.974907 -3.486896 0.327261 0.10 -0.32 -0.56 -0.292
H 4.997682 0.915337 2.372251 0.01 -0.24 0.19 0.290
C -4.290176 -0.002365 3.917459 -0.02 0.18 -0.10 -0.702
C -3.866415 1.578912 1.646216 0.73 -0.14 0.42 -0.434
C -6.825301 -4.576003 -1.471502 0.05 0.12 -0.06 -0.815
H -4.799840 -7.824621 0.026842 0.01 0.07 -0.29 0.386
H 1.528071 -5.734906 -7.553304 0.08 0.13 0.19 0.375
C -5.223075 -7.753855 -3.366973 0.29 -0.05 0.16 -0.634
H -5.370741 -4.053551 -3.013367 -0.17 -0.22 0.39 0.519
C -1.538096 2.052393 2.392955 2.25 0.30 0.88 -0.577
C -4.631961 -3.642674 -1.035774 -0.56 0.21 0.06 0.155
H -4.016994 -0.738909 -2.372669 0.04 -0.02 0.24 0.295
C 1.579595 -2.149917 3.718071 0.38 0.19 -0.07 -0.891
C -0.889625 -2.060962 -2.941500 -0.14 0.12 0.05 -0.937
C 4.345080 1.043609 3.243066 0.26 0.54 -0.40 -0.782
H -5.797616 -8.223809 -4.165046 0.10 0.04 0.27 0.362
C 2.943434 -2.472140 3.817715 -0.20 0.15 0.06 -0.450
H 3.237990 -3.512996 3.961577 -0.08 0.32 -0.01 0.375
H -0.043947 -2.397561 -0.999801 -0.04 0.29 -0.29 0.502
C -5.251160 0.029286 2.897036 0.37 0.24 -0.22 -0.319
C -0.399183 1.739208 3.128031 -2.49 -0.22 -0.23 -0.353
O 3.424716 2.911989 5.102325 -0.19 0.77 -0.36 -0.699
C -5.607356 -4.090769 -1.945752 0.12 -0.10 0.52 -0.016
N -1.872671 -5.287374 -4.087628 1.76 0.74 0.17 -1.118
C -3.692767 -0.818701 -1.322828 0.30 -1.12 -0.16 -0.668
O 2.997169 4.413747 3.398202 -0.12 -0.26 0.64 -0.718
C 3.312426 2.137602 2.907550 1.12 0.14 -0.16 -0.325
H -1.430327 2.768040 1.570985 -0.02 -0.38 0.06 0.406
C 3.520585 -0.160775 3.510989 -0.65 -0.32 -0.17 0.633
C -4.269270 -6.793375 -3.698794 -0.33 0.08 0.45 -0.312
H -3.116328 -6.049544 -0.560895 -0.26 -0.15 -0.18 0.440
C 1.176515 -0.829781 3.495383 -0.05 -0.14 0.06 -0.687
C -2.484298 -3.921561 -2.388353 -2.08 2.10 1.19 0.056
C 3.920675 -1.474829 3.717748 -0.35 0.10 0.05 -0.704
C -3.108212 0.724760 3.799361 -0.06 0.10 -0.64 -0.529
H -4.565078 -0.848778 -0.653906 0.19 0.09 -0.22 0.258
C -6.208990 -3.940477 0.779844 -0.06 0.12 -0.05 -0.703
H -1.710880 -1.525707 -4.859756 0.22 0.13 0.32 0.469
H 4.985433 -1.697266 3.784883 -0.29 -0.09 -0.03 0.436
C 2.549698 -3.566992 -5.117296 -0.11 -0.31 -0.21 -0.732
C -5.419705 -8.114039 -2.027877 0.01 -0.01 -0.01 -0.465
H -4.247478 -3.032396 1.006217 -0.22 -0.24 -0.17 0.491
C 3.255127 3.322029 3.938189 0.43 -0.03 0.12 0.505
C 2.154469 0.158668 3.405043 0.57 -1.43 0.45 0.514
C 1.387309 -3.523565 -4.349828 -0.65 -0.25 -0.24 -0.047
N -1.362236 -3.395202 -3.022542 0.43 -0.72 -0.20 0.386
C -1.131378 -1.188327 -3.995145 0.17 0.26 0.09 0.253
H -6.161458 -0.568464 2.979934 0.29 0.23 -0.03 0.411
H -0.554705 -5.659107 -6.177840 0.30 0.20 -0.04 0.448
C 0.320285 -5.062516 -5.915664 0.15 0.45 0.20 -0.566
C 2.607828 -4.354707 -6.273395 -0.29 0.02 0.12 -0.400
H 1.361144 -2.951041 -3.420817 0.06 -0.14 -0.44 0.410
C -4.661561 -7.520413 -1.011035 0.02 -0.05 -0.25 -0.753
C -7.126889 -4.508142 -0.109521 0.09 -0.06 -0.10 -0.499
C -3.316816 -3.225730 -1.519445 0.33 -1.04 -1.53 0.033
H -0.811266 0.808125 -4.738095 0.12 -0.15 0.26 0.405
H 0.127831 -0.585781 3.361105 0.24 -0.30 0.03 0.608
C -3.583470 -6.155052 -2.662096 0.06 -0.34 -0.05 -0.039
H -4.077230 -6.482609 -4.728114 -0.14 -0.15 0.36 0.437
C 0.362428 -0.393756 -1.760129 -0.29 -0.36 0.02 -1.250
C -1.007936 -4.294633 -4.023618 -1.51 -0.73 0.47 0.144
H -4.468316 -0.597369 4.814426 0.03 0.21 -0.24 0.401
H 1.032253 3.127782 2.249516 0.12 -0.32 0.26 0.575
C 0.884103 2.171809 2.767473 2.73 -0.35 0.14 -0.763
C -0.182926 -1.678755 -1.811674 0.51 0.54 0.04 0.755
N -2.721495 -5.105008 -3.017524 0.31 -0.70 -0.44 0.876
```
Forces are in eV/Å.

Calculated values
- E (hartree) = -2220.333707
- HOMO-LUMO gap (hartree) = 0.1666
- LUMO (eV) = -1.927